1.
83
Properties=species:S:1:pos:R:3:mulliken_charge:R:1 method="wB97M-V/def2-TZVPD" charge=0 spin_multiplicity=1 relative_energy_kcal_mol=0.0 total_energy_ev=-78560.507 homo_lumo_gap_ev=7.3
Pt 0.08 0.57 -0.11 1.39
I 1.59 1.31 1.90 0.15
C 1.57 3.39 1.60 0.32
C 1.41 4.09 2.77 -0.54
C 1.46 5.49 2.80 -0.88
C 1.69 6.16 1.64 -0.83
C 1.85 5.47 0.42 0.76
C 2.11 6.25 -0.74 -0.84
C 2.29 5.65 -1.95 -1.24
C 2.17 4.25 -2.04 -0.04
C 1.91 3.45 -0.96 0.77
P 1.69 1.66 -1.36 0.18
C 1.47 1.64 -3.16 0.10
C 0.23 2.03 -3.67 -0.13
C 0.00 2.03 -5.03 -0.71
C 1.00 1.62 -5.91 -0.58
C 2.23 1.21 -5.41 -0.81
C 2.46 1.22 -4.04 -0.17
C 3.35 0.95 -1.11 0.46
C 4.50 1.73 -1.03 -0.40
C 5.73 1.13 -0.81 -0.64
C 5.82 -0.25 -0.68 -0.69
C 4.67 -1.03 -0.76 -0.48
C 3.44 -0.43 -0.97 -0.31
C 1.77 4.05 0.34 -0.39
H 1.25 3.55 3.69 0.41
H 1.33 6.01 3.74 0.40
H 1.75 7.24 1.63 0.36
H 2.17 7.32 -0.64 0.38
H 2.50 6.23 -2.84 0.45
H 2.27 3.81 -3.02 0.57
H -0.56 2.32 -2.99 0.42
H -0.97 2.33 -5.42 0.42
H 0.82 1.61 -6.97 0.40
H 3.01 0.88 -6.09 0.43
H 3.43 0.90 -3.66 0.43
H 4.44 2.81 -1.12 0.40
H 6.63 1.74 -0.75 0.43
H 6.78 -0.72 -0.51 0.39
H 4.74 -2.11 -0.65 0.44
H 2.54 -1.03 -1.01 0.19
C 1.18 -2.97 0.43 -0.86
C 1.98 -2.70 1.66 0.04
N 2.11 -1.55 2.29 0.14
C 2.94 -1.80 3.36 -0.39
C 3.32 -3.10 3.38 -0.62
N 2.70 -3.67 2.28 -0.07
H 0.64 -2.07 0.14 -0.24
H 0.45 -3.76 0.61 0.45
H 1.82 -3.28 -0.39 0.41
H 3.21 -1.02 4.05 0.37
H 3.95 -3.67 4.04 0.42
H 2.75 -4.63 2.00 0.19
F -2.93 -2.88 -8.40 -0.29
C -3.80 -2.70 -7.38 0.84
F -4.77 -1.88 -7.83 -0.26
F -4.39 -3.90 -7.17 -0.26
C -3.14 -2.17 -6.15 0.55
C -1.80 -1.82 -6.14 -0.74
C -1.22 -1.32 -4.99 -0.41
C -1.98 -1.15 -3.83 0.27
C -3.33 -1.51 -3.85 -0.48
C -3.91 -2.02 -5.00 -0.98
C -1.38 -0.62 -2.64 0.44
C -0.86 -0.17 -1.65 -0.71
H -1.20 -1.94 -7.04 0.46
H -0.18 -1.04 -4.98 0.52
H -3.92 -1.39 -2.95 0.39
H -4.95 -2.29 -5.00 0.40
F -6.04 -2.41 -1.01 -0.40
C -4.91 -1.91 -0.45 0.35
C -4.81 -0.55 -0.24 -0.49
C -3.64 -0.04 0.31 -0.29
C -2.57 -0.87 0.65 0.07
C -1.31 -0.31 1.21 -1.41
C -2.72 -2.24 0.43 -0.22
C -3.88 -2.77 -0.13 -0.59
H -5.64 0.10 -0.51 0.40
H -3.54 1.03 0.46 0.34
H -0.77 -1.07 1.78 0.46
H -1.55 0.50 1.91 0.61
H -1.91 -2.91 0.69 0.22
H -3.99 -3.83 -0.31 0.43

2.
83
Properties=species:S:1:pos:R:3:mulliken_charge:R:1 method="wB97M-V/def2-TZVPD" charge=+2 spin_multiplicity=1 total_energy_ev=-87918.084 homo_lumo_gap_ev=7.0
C 0.32 1.47 -4.28 -0.27
C 1.35 1.68 -3.33 0.77
C 2.69 1.71 -3.77 -0.60
C 2.98 1.66 -5.13 -0.64
C 1.95 1.53 -6.06 -0.48
C 0.61 1.41 -5.64 -0.70
P 0.90 1.86 -1.59 0.05
C 2.45 2.36 -0.72 0.45
C 3.13 1.40 0.06 -0.47
C 4.23 1.78 0.82 -0.80
C 4.74 3.07 0.72 -0.56
C 4.10 4.01 -0.10 -0.70
C 2.95 3.66 -0.80 -0.42
La -0.24 0.45 0.78 1.77
P -1.02 -2.50 0.20 0.69
C -0.05 -3.88 -0.52 0.66
C -0.60 -4.80 -1.44 -0.65
C 0.16 -5.87 -1.90 -0.63
C 1.49 -6.01 -1.51 -0.52
C 2.09 -5.05 -0.69 -0.70
C 1.32 -3.98 -0.20 -0.53
C -1.02 -2.72 2.04 0.61
C -1.77 -1.81 2.79 -1.09
C -1.73 -1.87 4.18 -0.79
C -0.96 -2.84 4.82 -0.68
C -0.16 -3.71 4.07 -0.61
C -0.19 -3.66 2.68 -0.62
C -2.76 -2.78 -0.27 0.35
C -3.49 -1.74 -0.89 -0.17
C -4.82 -1.94 -1.28 -0.56
C -5.43 -3.18 -1.04 -0.53
C -4.73 -4.20 -0.38 -0.72
C -3.41 -3.99 0.02 -0.20
C -0.31 3.25 -1.47 1.13
C -0.48 4.17 -2.52 -0.18
C -1.38 5.23 -2.40 -0.74
C -2.13 5.39 -1.22 -0.66
C -1.99 4.46 -0.18 -1.12
C -1.11 3.39 -0.32 0.45
H -2.42 -1.07 2.31 0.97
H -2.30 -1.15 4.77 0.55
H -0.95 -2.89 5.92 0.42
H 0.49 -4.42 4.58 0.45
H 0.43 -4.33 2.11 0.48
H -1.63 -4.68 -1.78 0.44
H -0.29 -6.60 -2.58 0.42
H 2.09 -6.84 -1.88 0.40
H 3.14 -5.12 -0.41 0.43
H 1.79 -3.23 0.44 0.40
H -3.01 -0.77 -1.07 0.12
H -5.36 -1.13 -1.78 0.41
H -6.46 -3.34 -1.36 0.41
H -5.22 -5.15 -0.18 0.42
H -2.88 -4.77 0.57 0.47
H 0.09 4.05 -3.44 0.46
H -1.52 5.93 -3.22 0.44
H -2.82 6.22 -1.11 0.43
H -2.57 4.55 0.74 0.47
H -1.10 2.69 0.55 -0.65
H 2.79 0.36 0.08 0.81
H 4.69 1.04 1.49 0.44
H 5.63 3.35 1.28 0.42
H 4.50 5.02 -0.17 0.43
H 2.42 4.41 -1.41 0.47
H 3.49 1.78 -3.04 0.41
H 4.02 1.71 -5.46 0.41
H 2.18 1.50 -7.13 0.40
H -0.19 1.26 -6.36 0.41
H -0.71 1.35 -3.94 0.37
H 0.17 -0.97 -1.97 0.07
H -0.49 -0.64 -2.21 0.00
F -0.55 4.08 6.00 -0.25
C -0.15 3.09 5.18 0.68
C -0.01 1.78 5.67 0.12
F -0.35 1.52 6.95 -0.26
C 0.51 0.78 4.88 0.01
F 0.80 -0.42 5.42 -0.39
C 0.83 1.00 3.53 0.98
S 1.55 -0.29 2.58 -0.56
C 0.60 2.31 3.07 0.27
F 0.84 2.58 1.68 0.09
C 0.17 3.37 3.85 -0.55
F 0.07 4.63 3.35 -0.28

3.
87
Properties=species:S:1:pos:R:3:mulliken_charge:R:1 method="wB97M-V/def2-TZVPD" charge=+1 spin_multiplicity=2 relative_energy_kcal_mol=0.0 s2=0.757 total_energy_ev=-71969.288 homo_lumo_gap_ev="6.4 / 6.0"
Ru -0.23 0.08 0.15 -1.00
O 1.31 1.95 6.61 -0.50
C -0.03 1.69 6.27 -0.66
C -0.07 1.17 4.86 -0.08
C -1.26 0.69 4.32 -1.40
C -1.27 0.26 3.01 -1.08
N -0.17 0.28 2.24 1.53
C 0.98 0.74 2.75 0.27
C 1.06 1.19 4.05 -0.37
C 2.16 0.79 1.83 0.35
C 3.45 0.85 2.29 -0.49
C 4.50 0.91 1.37 0.35
C 5.93 1.02 1.85 -0.80
O 6.14 0.40 3.11 -0.52
C 4.19 0.92 0.03 -1.65
C 2.86 0.85 -0.35 -0.46
N 1.87 0.78 0.53 2.01
H 1.34 2.36 7.48 0.32
H -0.65 2.59 6.31 0.34
H -0.48 0.94 6.93 0.36
H -2.17 0.66 4.91 0.48
H -2.17 -0.11 2.54 0.58
H 1.98 1.59 4.45 0.62
H 3.67 0.84 3.35 0.79
H 6.16 2.07 1.99 0.29
H 6.61 0.63 1.09 0.42
H 6.08 -0.56 3.01 0.32
H 4.97 1.00 -0.73 0.47
H 2.57 0.87 -1.40 -0.23
C -3.82 5.58 -0.90 -0.53
C -3.32 5.10 0.30 -0.77
C -2.71 3.85 0.35 -0.26
C -2.59 3.10 -0.81 0.63
C -3.08 3.58 -2.03 -0.55
C -3.69 4.83 -2.06 -0.81
P -1.94 1.42 -0.81 2.41
C -0.68 1.33 -2.11 0.53
C -0.25 0.06 -2.54 0.24
C 0.91 -0.05 -3.32 -1.01
C 1.63 1.07 -3.66 -0.92
C 1.19 2.34 -3.24 -0.56
C 0.06 2.46 -2.46 -1.72
C -3.34 0.35 -1.07 0.46
C -4.63 0.74 -1.29 -0.53
C -5.67 -0.22 -1.32 -1.11
C -5.38 -1.54 -1.14 -0.77
C -4.05 -1.97 -0.89 0.73
C -3.72 -3.34 -0.75 -0.94
C -2.42 -3.70 -0.56 -1.33
C -1.41 -2.71 -0.42 0.29
C -1.68 -1.37 -0.46 -0.74
C -3.02 -1.00 -0.79 1.05
H -4.30 6.55 -0.93 0.42
H -3.41 5.69 1.20 0.44
H -2.31 3.48 1.28 0.40
H -2.98 3.00 -2.93 0.52
H -4.07 5.21 -3.00 0.44
H -0.85 -0.81 -2.36 0.92
H 1.23 -1.03 -3.66 0.41
H 2.52 0.99 -4.27 0.41
H 1.76 3.22 -3.51 0.41
H -0.25 3.44 -2.12 0.51
H -4.87 1.79 -1.45 0.51
H -6.69 0.10 -1.50 0.42
H -6.16 -2.28 -1.18 0.43
H -4.50 -4.08 -0.83 0.41
H -2.15 -4.75 -0.49 0.49
H -0.40 -3.08 -0.31 0.59
N -0.14 2.64 0.64 -0.13
C 0.57 3.54 0.43 0.30
C 1.38 4.62 0.13 0.19
C 2.70 4.38 -0.35 0.14
N 3.77 4.16 -0.73 -0.64
C 0.87 5.94 0.31 -0.22
N 0.45 7.01 0.47 -0.56
N 0.90 -4.78 2.71 -0.40
C 1.23 -3.94 1.70 0.37
C 0.82 -2.59 1.69 -0.48
N 1.12 -1.79 0.69 1.17
C 1.84 -2.29 -0.33 -0.33
C 2.26 -3.60 -0.29 -0.76
N 1.97 -4.43 0.70 -0.64
H 0.31 -4.48 3.46 0.19
H 1.20 -5.73 2.66 0.25
H 0.24 -2.18 2.51 0.12
H 2.07 -1.63 -1.15 0.27
H 2.86 -4.01 -1.10 0.41

4.
88
Properties=species:S:1:pos:R:3:mulliken_charge:R:1 method="wB97M-V/def2-TZVPD" charge=-2 spin_multiplicity=1 relative_energy_kcal_mol=56.3 total_energy_ev=-287335.732 homo_lumo_gap_ev=5.1
Ni -0.43 0.37 2.03 0.87
C 2.21 -2.11 2.08 -1.38
Si 0.58 -1.48 1.33 1.13
C 0.82 -1.58 -0.59 -0.02
C -0.05 -2.40 -1.32 0.14
C 0.04 -2.54 -2.70 -0.87
C 1.03 -1.88 -3.40 -1.08
C 1.90 -1.05 -2.71 0.03
C 1.79 -0.86 -1.33 0.62
P 2.84 0.34 -0.43 -0.10
C 2.10 1.97 -0.97 0.43
C 0.32 2.04 -2.16 0.00
C -0.57 3.23 -2.30 -1.26
C -0.60 3.91 -1.16 -1.00
C 1.55 3.96 0.28 -0.82
C 2.69 3.09 -0.14 -0.68
C 4.37 0.31 -1.46 0.38
C 5.04 -0.91 -1.58 -0.34
C 6.24 -1.00 -2.27 -0.65
C 6.81 0.13 -2.84 -0.50
C 6.16 1.35 -2.72 -0.77
C 4.95 1.44 -2.03 -0.25
C -0.63 -2.92 1.68 -0.68
C -0.30 -4.27 1.73 -0.52
C -1.23 -5.23 2.11 -0.84
C -2.52 -4.83 2.45 -0.73
C -2.87 -3.49 2.40 -0.37
C -1.94 -2.53 2.00 -0.14
P -2.25 -0.67 1.82 1.86
C -2.85 -0.69 0.08 0.13
C -2.50 0.36 -0.78 0.24
C -2.87 0.33 -2.12 -0.37
C -3.59 -0.74 -2.63 -0.79
C -3.94 -1.79 -1.78 -0.71
C -3.57 -1.76 -0.45 -0.04
C -3.76 -0.65 2.86 0.07
C -3.60 -0.71 4.24 -0.15
C -4.71 -0.72 5.08 -0.79
C -5.99 -0.69 4.54 -0.49
C -6.15 -0.63 3.16 -0.72
C -5.04 -0.60 2.33 -0.31
H 2.56 -3.01 1.57 0.36
H 2.03 -2.34 3.13 0.39
H 2.98 -1.35 2.03 0.38
H -0.83 -2.94 -0.80 0.27
H -0.67 -3.18 -3.22 0.40
H 1.13 -2.00 -4.47 0.38
H 2.69 -0.54 -3.26 0.33
H -0.09 1.11 -2.57 0.38
H -1.08 3.50 -3.22 0.47
H -1.17 4.81 -0.98 0.46
H 1.56 4.42 1.26 0.49
H 3.50 2.87 0.54 0.61
H 4.61 -1.80 -1.13 0.42
H 6.73 -1.96 -2.35 0.39
H 7.75 0.06 -3.38 0.35
H 6.59 2.24 -3.15 0.41
H 4.47 2.41 -1.95 0.21
H 0.71 -4.59 1.47 0.30
H -0.95 -6.27 2.15 0.37
H -3.25 -5.57 2.78 0.38
H -3.88 -3.20 2.67 0.37
H -1.93 1.19 -0.38 -0.59
H -2.58 1.15 -2.76 0.41
H -3.87 -0.77 -3.67 0.36
H -4.50 -2.63 -2.17 0.39
H -3.84 -2.59 0.19 0.33
H -2.60 -0.68 4.67 0.21
H -4.56 -0.75 6.15 0.40
H -6.86 -0.70 5.19 0.35
H -7.15 -0.59 2.74 0.37
H -5.18 -0.54 1.26 0.31
S -0.59 0.97 5.60 -0.57
As -0.17 2.04 3.83 0.40
S 1.54 1.28 2.74 -0.56
S -2.17 1.76 2.22 -0.61
S -0.25 4.15 3.81 -0.58
Br 2.64 6.34 -2.91 -0.25
C 2.42 4.58 -2.19 -0.30
C 2.19 3.57 -3.01 -1.41
C 1.86 2.21 -2.50 0.87
N 0.63 1.96 -0.72 0.32
C 0.25 3.26 -0.10 1.01
C 2.57 4.48 -0.72 -0.61
H 2.12 3.74 -4.08 0.44
H 2.25 1.44 -3.16 0.35
H -0.32 3.11 0.82 -0.42
H 3.24 5.22 -0.31 0.73

5.
82
Properties=species:S:1:pos:R:3:mulliken_charge:R:1 method="wB97M-V/def2-TZVPD" charge=+2 spin_multiplicity=3 relative_energy_kcal_mol=7.8 s2=2.041 total_energy_ev=-137909.625 homo_lumo_gap_ev="7.9 / 4.1"
Au -0.11 0.24 -0.29 0.80
C -3.10 0.70 1.51 -1.80
N -2.67 2.03 1.76 0.39
C -1.53 2.14 2.63 -1.78
P 0.10 1.48 1.89 1.62
C 0.74 0.60 3.33 0.23
C 1.30 -0.67 3.18 -0.41
C 1.80 -1.33 4.29 -0.54
C 1.75 -0.74 5.54 -0.61
C 1.20 0.53 5.68 -0.79
C 0.69 1.20 4.59 -0.18
C 1.10 2.98 1.68 0.59
C 0.76 3.87 0.67 -0.31
C 1.53 5.00 0.46 -1.17
C 2.66 5.22 1.24 -0.69
C 3.01 4.32 2.23 -0.73
C 2.25 3.18 2.45 -0.89
C -3.33 3.13 1.25 2.06
C -2.75 4.41 1.28 -0.51
C -3.44 5.51 0.80 -0.96
C -4.71 5.38 0.27 -0.59
C -5.29 4.12 0.22 -0.71
C -4.62 3.02 0.70 -0.52
P -2.55 0.01 -0.16 1.43
C -3.42 -1.56 -0.29 0.68
C -3.82 -2.29 0.83 -0.51
C -4.41 -3.52 0.67 -0.75
C -4.59 -4.06 -0.60 -0.56
C -4.17 -3.35 -1.72 -0.77
C -3.58 -2.11 -1.57 -0.75
C -3.29 1.06 -1.44 0.54
C -4.59 0.87 -1.88 -0.24
C -5.07 1.61 -2.94 -0.86
C -4.25 2.54 -3.58 -0.73
C -2.96 2.74 -3.13 -0.67
C -2.48 2.01 -2.06 -0.03
H -4.19 0.61 1.54 0.71
H -2.67 0.03 2.26 0.59
H -1.69 1.53 3.52 0.62
H -1.39 3.17 2.95 0.76
H 1.34 -1.13 2.21 0.12
H 2.24 -2.31 4.17 0.47
H 2.13 -1.26 6.41 0.42
H 1.17 1.00 6.65 0.44
H 0.28 2.19 4.71 0.40
H -0.12 3.69 0.07 0.76
H 1.27 5.70 -0.32 0.51
H 3.27 6.09 1.07 0.43
H 3.89 4.49 2.83 0.47
H 2.53 2.48 3.21 0.46
H -1.76 4.58 1.66 0.16
H -2.97 6.48 0.85 0.46
H -5.24 6.24 -0.10 0.47
H -6.28 4.00 -0.18 0.47
H -5.14 2.07 0.68 0.22
H -3.68 -1.89 1.83 0.33
H -4.74 -4.07 1.54 0.46
H -5.04 -5.03 -0.71 0.43
H -4.31 -3.76 -2.70 0.44
H -3.24 -1.56 -2.44 0.52
H -5.23 0.14 -1.40 0.50
H -6.07 1.45 -3.30 0.49
H -4.62 3.09 -4.43 0.46
H -2.32 3.46 -3.62 0.50
H -1.46 2.14 -1.71 -0.39
Br 0.96 -2.47 -0.29 -0.22
C 2.23 -1.95 -1.64 0.71
C 3.09 -2.93 -2.06 -0.62
C 4.01 -2.67 -3.09 -0.71
C 4.00 -1.44 -3.69 -0.84
C 3.14 -0.41 -3.26 0.82
C 3.13 0.84 -3.91 -0.71
C 2.28 1.84 -3.50 -1.20
C 1.45 1.63 -2.40 0.10
C 1.41 0.42 -1.76 0.43
C 2.23 -0.65 -2.17 -0.04
H 3.05 -3.92 -1.62 0.46
H 4.69 -3.43 -3.40 0.42
H 4.66 -1.24 -4.52 0.42
H 3.80 1.00 -4.74 0.43
H 2.26 2.79 -4.02 0.45
H 0.83 2.45 -2.06 0.19

Question: What is the charge in the second record?
Answer: +2